No. 1
Density functional theory data (the ωB97M-V functional and the def2-TZVPD basis) for an isolated molecule of C2H3NO3S at a distorted geometry.

The value obtained for the LUMO energy is -0.0085 Eh. As for the energy above the lowest of the compared OMol25 structures with the same formula, charge and spin: 3.7109 eV. As for the gap between HOMO and LUMO: 0.37933 hartree. The value obtained for the total energy is -20586.49545 eV. The HOMO energy comes out at -0.3879 Eh.

```
! RIJCOSX wB97M-V def2-TZVPD def2/J DEFGRID3
* xyz 0 1
C 1.47 -0.17 0.05
C 0.01 -0.06 -0.05
N 4.14 1.31 -0.54
O 2.14 -0.45 -1.02
O 4.32 -1.03 0.45
O 2.09 0.25 1.08
S 3.65 0.09 -0.03
H -0.26 0.68 0.85
H -0.36 -1.05 0.20
H -0.26 0.23 -1.02
*
```

---

No. 2
Density functional theory data (the ωB97M-V functional and the def2-TZVPD basis) for a cluster of 6 separate species, CH14O5 in total at a distorted geometry.

The value obtained for the LUMO energy (spin up / spin down) is 0.1219 / 0.1177 Eh. As for the energy above the lowest of the compared OMol25 structures with the same formula, charge and spin: 0.2496 eV. As for the gap between HOMO and LUMO (spin up / spin down): 0.09333 / 0.38389 hartree. The value obtained for the total energy is -11500.40456 eV. The HOMO energy (spin up / spin down) comes out at 0.0285 / -0.2661 Eh.

```
! RIJCOSX wB97M-V def2-TZVPD def2/J DEFGRID3
* xyz -1 2
C 0.81 -1.34 -3.27
H 1.74 -1.20 -2.78
H 0.19 -2.19 -3.06
H 1.09 -1.27 -4.32
H 0.34 -0.38 -3.06
H -1.21 0.17 0.60
H -1.96 1.23 1.34
O -1.74 0.97 0.44
H 1.55 -1.42 1.54
H 2.64 -2.43 1.29
O 1.71 -2.27 1.11
H -2.29 4.22 -1.60
H -2.99 3.08 -0.86
O -2.44 3.86 -0.72
H 3.83 -0.69 -0.78
H 3.58 0.78 -1.01
O 3.30 0.05 -0.44
H -0.93 -1.62 2.85
H -2.35 -1.59 2.30
O -1.78 -1.15 2.94
*
```

---

No. 3
Density functional theory data (the ωB97M-V functional and the def2-TZVPD basis) for the ion C4H13N2S with charge +1 at a distorted geometry.

The value obtained for the LUMO energy is -0.1380 Eh. As for the energy above the lowest of the compared OMol25 structures with the same formula, charge and spin: 2.2701 eV. As for the gap between HOMO and LUMO: 0.32014 hartree. The SMILES is CNC[C@H]([NH3+])CS. The value obtained for the total energy is -18166.22273 eV. The HOMO energy comes out at -0.4582 Eh.

```
! RIJCOSX wB97M-V def2-TZVPD def2/J DEFGRID3
* xyz 1 1
C -0.92 -1.31 -2.45
N -0.79 0.13 -2.31
C -1.04 0.87 -1.10
C -0.47 0.15 0.15
N -1.31 -0.13 1.43
C 0.93 0.72 0.54
S 1.93 -0.13 1.71
H -1.33 -1.76 -1.53
H -1.71 -1.61 -3.16
H 0.09 -1.83 -2.51
H -0.04 0.45 -2.90
H -0.86 1.95 -1.07
H -2.15 0.86 -0.93
H -0.18 -0.87 -0.13
H -2.30 0.07 1.42
H -1.12 -1.09 1.73
H -1.05 0.43 2.25
H 0.70 1.77 0.74
H 1.53 0.63 -0.41
H 1.26 0.25 2.80
*
```

---

No. 4
Density functional theory data (the ωB97M-V functional and the def2-TZVPD basis) for the ion C3H5N2S with charge +1 at a distorted geometry.

The value obtained for the LUMO energy is -0.2034 Eh. As for the energy above the lowest of the compared OMol25 structures with the same formula, charge and spin: 0.5219 eV. As for the gap between HOMO and LUMO: 0.28862 hartree. The SMILES is S=C1CNC=[NH+]1. The value obtained for the total energy is -16999.74264 eV. The HOMO energy comes out at -0.4920 Eh.

```
! RIJCOSX wB97M-V def2-TZVPD def2/J DEFGRID3
* xyz 1 1
S -0.30 0.72 -2.66
C -0.25 0.37 -1.10
C 0.09 -0.97 -0.41
N -0.08 -0.70 0.94
C -0.08 0.57 1.21
N -0.22 1.22 -0.05
H -0.40 -1.88 -0.81
H 1.20 -1.07 -0.57
H 0.15 -1.42 1.63
H 0.09 0.99 2.17
H -0.19 2.17 -0.36
*
```

---

No. 5
Density functional theory data (the ωB97M-V functional and the def2-TZVPD basis) for an isolated molecule of C7H6O3 at a distorted geometry.

The value obtained for the LUMO energy (spin up / spin down) is -0.0334 / -0.0183 Eh. As for the energy above the lowest of the compared OMol25 structures with the same formula, charge and spin: 4.5919 eV. As for the gap between HOMO and LUMO (spin up / spin down): 0.23503 / 0.28398 hartree. The value obtained for the total energy is -13493.94126 eV. The HOMO energy (spin up / spin down) comes out at -0.2685 / -0.3023 Eh.

```
! RIJCOSX wB97M-V def2-TZVPD def2/J DEFGRID3
* xyz 0 1
C 3.19 0.18 0.09
C 2.18 -0.82 -0.02
C 2.52 1.38 0.09
C 1.00 -0.11 -0.05
C -3.73 0.46 0.02
C -0.32 -0.73 -0.03
C -2.68 -0.50 -0.04
O -4.90 0.17 0.07
O 1.23 1.20 0.00
O -1.40 -0.05 -0.02
H 4.30 0.24 0.29
H 2.13 -1.84 -0.06
H 3.10 2.34 0.07
H -3.32 1.56 -0.24
H -0.33 -1.89 -0.21
H -2.98 -1.58 0.05
*
```

---

No. 6
Density functional theory data (the ωB97M-V functional and the def2-TZVPD basis) for an isolated molecule of C4H9N3S at a distorted geometry.

The value obtained for the LUMO energy is 0.0307 Eh. As for the energy above the lowest of the compared OMol25 structures with the same formula, charge and spin: 1.9850 eV. As for the gap between HOMO and LUMO: 0.36384 hartree. The SMILES is [H]/N=C(/CCS)NN=C. The value obtained for the total energy is -19597.65123 eV. The HOMO energy comes out at -0.3331 Eh.

```
! RIJCOSX wB97M-V def2-TZVPD def2/J DEFGRID3
* xyz 0 1
H -1.43 2.85 0.20
N -0.65 2.19 0.23
C -0.91 0.96 0.01
C 0.24 -0.06 0.08
C 1.61 0.65 -0.11
S 2.96 -0.58 0.01
N -2.21 0.43 -0.13
N -2.61 -0.91 -0.38
C -2.15 -1.83 0.34
H 0.11 -0.87 -0.63
H 0.19 -0.52 1.07
H 1.60 1.19 -1.05
H 1.84 1.39 0.69
H 2.54 -1.40 -0.95
H -2.83 1.08 -0.62
H -2.46 -2.87 0.07
H -1.43 -1.79 1.13
*
```

---

No. 7
Density functional theory data (the ωB97M-V functional and the def2-TZVPD basis) for a structure of composition C42H61N7O3PRbTe at a distorted geometry.

The value obtained for the LUMO energy is 0.1377 Eh. As for the gap between HOMO and LUMO: 0.18342 hartree. The value obtained for the total energy is -78354.26463 eV. The HOMO energy comes out at -0.0457 Eh.

```
! RIJCOSX wB97M-V def2-TZVPD def2/J DEFGRID3
* xyz -2 1
Rb 1.06 -0.96 -1.46
C -1.93 3.17 -3.37
C -2.36 2.93 -4.67
C -1.79 1.90 -5.40
C -0.78 1.11 -4.83
N -0.39 1.34 -3.57
C -0.95 2.32 -2.87
C -0.12 -0.02 -5.55
C -0.39 -0.21 -6.92
C 0.19 -1.26 -7.61
C 1.05 -2.12 -6.94
C 1.32 -1.90 -5.59
C 0.76 -0.86 -4.82
H -2.34 3.96 -2.76
H -3.13 3.55 -5.11
H -2.14 1.72 -6.40
H -0.59 2.43 -1.85
H -1.05 0.45 -7.47
H -0.03 -1.40 -8.67
H 1.50 -2.95 -7.48
H 2.01 -2.59 -5.11
C 2.46 -1.56 6.77
O 3.39 -2.54 6.37
C 3.31 -2.94 5.06
C 4.44 -3.63 4.59
C 4.46 -4.06 3.29
C 3.40 -3.83 2.39
C 3.56 -4.19 0.99
C 4.58 -5.25 0.62
O 2.93 -3.70 0.04
C 2.20 -3.19 2.88
O 1.15 -3.09 2.21
C 2.24 -2.72 4.24
H 2.68 -1.33 7.82
H 1.42 -1.91 6.70
H 2.56 -0.65 6.18
H 5.29 -3.78 5.25
H 5.37 -4.53 2.93
H 5.06 -5.72 1.48
H 5.33 -4.81 -0.03
H 4.06 -6.02 0.05
H 1.36 -2.18 4.57
C 2.52 -5.47 -4.64
Te 2.88 -4.60 -2.69
C 1.10 -5.49 -1.92
H 1.54 -5.19 -5.00
H 2.60 -6.56 -4.61
H 3.27 -5.09 -5.34
H 1.22 -6.57 -1.80
H 0.29 -5.29 -2.62
H 0.89 -5.02 -0.96
C -3.08 -4.32 1.58
C -2.76 -3.56 0.33
C -3.53 -3.26 -0.78
C -2.66 -2.54 -1.63
N -1.46 -2.43 -1.09
N -1.54 -3.05 0.10
C -2.94 -1.92 -2.97
H -4.13 -4.59 1.59
H -2.87 -3.71 2.46
H -2.47 -5.22 1.65
H -4.56 -3.52 -0.94
H -0.72 -3.08 0.72
H -3.92 -2.22 -3.34
H -2.17 -2.20 -3.69
H -2.92 -0.83 -2.89
N 0.52 1.06 0.23
P -0.20 2.24 0.81
N -1.90 2.29 0.65
C -2.80 3.23 1.31
C -4.07 2.52 1.79
C -4.84 1.93 0.60
C -3.88 1.42 -0.49
C -2.52 1.08 0.12
N -0.11 2.59 2.55
C 1.28 2.88 2.92
C 1.54 2.61 4.41
C 0.26 2.84 5.21
C -0.81 1.83 4.78
C -0.61 1.44 3.31
N 0.29 3.80 0.27
C -0.23 5.09 0.67
C 0.85 6.17 0.64
C 1.45 6.33 -0.76
C 1.43 5.00 -1.53
C 1.51 3.84 -0.54
H -3.10 4.04 0.62
H -2.29 3.69 2.15
H -4.70 3.23 2.34
H -3.79 1.72 2.48
H -5.51 2.70 0.18
H -5.48 1.12 0.95
H -3.73 2.18 -1.26
H -4.30 0.53 -0.97
H -1.85 0.65 -0.62
H -2.67 0.30 0.89
H 1.48 3.94 2.71
H 1.97 2.28 2.31
H 2.34 3.26 4.77
H 1.87 1.57 4.55
H -0.08 3.86 5.01
H 0.45 2.76 6.29
H -1.80 2.26 4.93
H -0.75 0.93 5.40
H -1.56 1.12 2.87
H 0.07 0.58 3.22
H -0.64 5.01 1.69
H -1.06 5.41 0.02
H 1.63 5.88 1.35
H 0.43 7.11 0.99
H 2.48 6.68 -0.66
H 0.91 7.10 -1.32
H 2.27 4.95 -2.23
H 0.51 4.90 -2.11
H 2.42 3.97 0.07
H 1.60 2.87 -1.04
*
```

---

No. 8
Density functional theory data (the ωB97M-V functional and the def2-TZVPD basis) for a cluster of 5 separate species, C33H73FN3O6 in total at a distorted geometry.

The value obtained for the LUMO energy is -0.0995 Eh. As for the energy above the lowest of the compared OMol25 structures with the same formula, charge and spin: 0.0000 eV. As for the gap between HOMO and LUMO: 0.29913 hartree. The value obtained for the total energy is -54869.14920 eV. The HOMO energy comes out at -0.3987 Eh.

```
! RIJCOSX wB97M-V def2-TZVPD def2/J DEFGRID3
* xyz 1 1
C 2.99 0.70 -0.81
C 2.62 -0.39 -1.85
C 3.77 -1.40 -2.27
C 3.02 -2.74 -2.48
C 1.96 -2.64 -3.63
C 0.49 -2.61 -3.11
C -0.53 -2.83 -4.24
C -0.65 -1.63 -5.22
C -1.66 -0.55 -4.76
C -0.95 0.67 -4.10
C -1.87 1.55 -3.21
C -2.63 0.75 -2.13
O -2.23 1.20 -0.81
C -1.69 0.10 -0.10
C 4.93 -1.39 -1.27
N 5.80 -0.29 -1.86
C 5.25 0.03 -3.08
N 5.36 1.16 -3.72
C 4.73 1.45 -4.99
C 3.59 2.46 -4.79
O 3.19 2.78 -3.77
F 3.07 2.91 -5.91
N 4.56 -1.09 -3.46
H 3.31 0.31 0.16
H 3.76 1.36 -1.24
H 2.13 1.35 -0.62
H 2.21 0.08 -2.76
H 1.84 -1.01 -1.40
H 2.58 -3.12 -1.55
H 3.75 -3.50 -2.80
H 2.13 -3.50 -4.30
H 2.07 -1.73 -4.24
H 0.34 -1.57 -2.78
H 0.37 -3.28 -2.25
H -0.36 -3.76 -4.81
H -1.52 -2.94 -3.76
H 0.32 -1.18 -5.49
H -1.06 -2.05 -6.16
H -2.14 -0.17 -5.68
H -2.46 -0.98 -4.14
H -0.62 1.32 -4.93
H -0.07 0.32 -3.55
H -2.53 2.19 -3.80
H -1.21 2.24 -2.66
H -2.46 -0.33 -2.16
H -3.70 1.01 -2.21
H -2.39 -0.75 0.03
H -1.36 0.39 0.91
H -0.80 -0.24 -0.68
H 5.55 -2.29 -1.37
H 4.69 -1.31 -0.21
H 5.71 0.45 -1.16
H 5.89 1.91 -3.30
H 5.47 1.87 -5.69
H 4.29 0.58 -5.49
H 4.09 -1.10 -4.36
C -7.28 -2.49 -1.52
C -7.11 -1.00 -1.74
O -6.04 -0.67 -2.62
C -6.14 -1.17 -3.94
C -7.35 -0.64 -4.69
H -6.33 -2.95 -1.22
H -8.02 -2.67 -0.74
H -7.62 -3.00 -2.42
H -6.87 -0.52 -0.79
H -8.04 -0.54 -2.09
H -6.13 -2.26 -3.94
H -5.24 -0.84 -4.45
H -8.29 -1.02 -4.28
H -7.31 -0.94 -5.74
H -7.39 0.45 -4.64
C -1.15 1.62 4.26
C -0.56 0.25 4.56
O 0.65 -0.01 3.86
C 1.73 0.86 4.14
C 2.18 0.82 5.59
H -1.24 1.78 3.18
H -2.13 1.72 4.71
H -0.52 2.42 4.65
H -1.27 -0.51 4.24
H -0.41 0.11 5.63
H 1.49 1.89 3.83
H 2.56 0.53 3.51
H 1.42 1.24 6.26
H 3.09 1.41 5.72
H 2.36 -0.20 5.91
C 2.78 6.33 3.39
C 2.78 4.95 2.75
O 1.49 4.49 2.40
C 0.79 5.26 1.44
C 1.49 5.34 0.09
H 2.07 6.37 4.22
H 3.77 6.58 3.76
H 2.49 7.10 2.68
H 3.17 4.23 3.47
H 3.45 4.92 1.89
H 0.58 6.26 1.83
H -0.17 4.76 1.31
H 2.42 5.91 0.15
H 0.84 5.83 -0.64
H 1.75 4.34 -0.27
C -1.50 -3.62 5.71
C -0.22 -3.29 6.46
O -0.44 -2.54 7.64
C -1.23 -3.16 8.64
C -0.63 -4.45 9.18
H -2.09 -2.71 5.54
H -1.27 -4.08 4.75
H -2.13 -4.31 6.27
H 0.42 -2.67 5.82
H 0.35 -4.20 6.68
H -2.25 -3.33 8.27
H -1.31 -2.44 9.45
H -0.62 -5.24 8.42
H -1.20 -4.81 10.03
H 0.41 -4.29 9.49
*
```

---

No. 9
Density functional theory data (the ωB97M-V functional and the def2-TZVPD basis) for a structure of composition C34H46BIN9OS4W at a distorted geometry.

The value obtained for the LUMO energy (spin up / spin down) is -0.1364 / -0.1450 Eh. As for the energy above the lowest of the compared OMol25 structures with the same formula, charge and spin: 2.3804 eV. As for the gap between HOMO and LUMO (spin up / spin down): 0.19670 / 0.18811 hartree. The value obtained for the total energy is -105398.79609 eV. The HOMO energy (spin up / spin down) comes out at -0.3331 / -0.3331 Eh.

```
! RIJCOSX wB97M-V def2-TZVPD def2/J DEFGRID3
* xyz 1 3
W 0.24 0.66 -1.36
C 4.61 -2.36 -1.50
C 4.77 -1.98 -0.06
C 5.68 -3.12 0.53
C 5.55 -0.65 0.19
N 3.50 -1.88 0.73
C 3.13 -2.92 1.56
C 1.87 -2.73 1.99
N 1.48 -1.44 1.57
B 0.42 -0.66 2.48
N -1.14 -0.99 2.28
C -2.10 -0.03 2.69
C -3.25 -0.64 3.00
N -3.17 -1.97 2.66
C -1.83 -2.21 2.27
S -1.23 -3.70 1.94
C -4.21 -3.04 2.91
C -5.43 -2.46 3.53
C -3.72 -4.04 3.95
C -4.62 -3.73 1.65
N 0.91 0.84 2.70
C 1.59 1.32 3.83
C 1.72 2.66 3.78
N 1.16 3.09 2.57
C 0.63 1.98 1.96
S -0.50 2.19 0.72
C 1.36 4.47 2.01
C 1.97 5.24 3.15
C 2.30 4.35 0.82
C 0.04 5.08 1.58
C 2.52 -0.97 0.78
S 2.60 0.57 -0.03
H 5.52 -2.70 -1.97
H 4.34 -1.50 -2.14
H 3.87 -3.13 -1.63
H 6.70 -2.99 0.16
H 5.33 -4.10 0.18
H 5.70 -3.18 1.63
H 6.52 -0.85 -0.24
H 5.61 -0.54 1.29
H 5.04 0.20 -0.24
H 3.70 -3.80 1.74
H 1.22 -3.36 2.57
H 0.52 -1.19 3.56
H -1.98 1.03 2.64
H -4.18 -0.21 3.36
H -5.21 -1.83 4.42
H -6.05 -3.27 3.85
H -5.95 -1.82 2.76
H -3.34 -3.59 4.86
H -2.96 -4.68 3.52
H -4.62 -4.63 4.28
H -4.95 -3.00 0.92
H -5.42 -4.45 1.88
H -3.69 -4.28 1.33
H 1.93 0.70 4.58
H 2.26 3.35 4.43
H 2.92 4.85 3.56
H 1.20 5.34 4.01
H 2.16 6.32 2.89
H 3.29 3.89 1.01
H 2.41 5.35 0.48
H 1.84 3.78 -0.02
H -0.87 4.46 1.79
H 0.00 5.28 0.52
H -0.17 6.05 2.11
I 3.29 1.43 -3.92
C 1.43 1.14 -4.88
C 1.46 0.66 -6.20
C 0.38 0.97 -7.12
C -0.66 1.75 -6.67
C -0.81 2.15 -5.30
C -1.74 3.07 -4.82
C -1.55 3.63 -3.53
C -0.69 3.15 -2.62
C 0.03 1.97 -2.90
C 0.24 1.60 -4.28
H 2.34 0.14 -6.65
H 0.27 0.45 -8.07
H -1.40 2.06 -7.39
H -2.51 3.54 -5.43
H -2.24 4.42 -3.16
H -0.55 3.65 -1.66
O 0.20 -2.36 -3.97
S 1.15 -2.21 -2.78
N 0.89 -0.83 -2.14
C -4.66 -0.73 -1.91
N -3.29 -0.98 -2.43
C -3.11 -2.00 -3.49
C -2.29 -0.38 -1.88
N -1.57 0.18 -1.11
H -5.23 -1.64 -1.99
H -5.26 -0.05 -2.54
H -4.53 -0.41 -0.87
H -4.07 -2.21 -3.95
H -2.65 -2.94 -3.16
H -2.37 -1.64 -4.15
*
```